152
Properties=species:S:1:pos:R:3 method="wB97M-V/def2-TZVPD" total_energy_ha=-2139.9068 gap_ev="6.973 / 2.344" multiplicity=2 e_lumo_ev="-2.2 / -6.9" total_charge=+1 e_homo_ev="-9.20 / -9.20"
C -4.99172 -1.49651 -2.40370
C -5.97045 -2.57438 -2.24633
N -6.87699 -2.27208 -1.15065
C -7.62936 -3.47065 -0.71537
C -8.77767 -3.73085 -1.57731
C -7.58592 -1.00294 -1.34584
C -8.62355 -0.67263 -0.23062
H -4.73184 -1.09156 -1.42566
H -5.38278 -0.60264 -2.88969
H -4.15160 -1.91243 -2.95987
H -6.64733 -2.64041 -3.09814
H -5.28973 -3.41235 -2.09628
H -6.89692 -4.27764 -0.73521
H -7.94596 -3.17967 0.28623
H -9.42061 -2.89632 -1.85710
H -8.32072 -4.11496 -2.48931
H -9.39724 -4.55842 -1.23181
H -8.15659 -1.07579 -2.27166
H -6.83103 -0.22583 -1.46564
H -8.81933 0.36990 -0.48142
H -8.27800 -0.67212 0.80316
H -9.58158 -1.18683 -0.15388
C 2.69597 1.28670 -0.43452
C 1.55444 2.00178 -1.17505
N 0.25696 1.74382 -0.51943
C -0.88626 2.02514 -1.41963
C -2.04822 1.04313 -1.20750
C 0.13372 2.31499 0.81326
C -1.12499 2.01743 1.62556
H 3.51385 1.25502 -1.15436
H 2.46581 0.36535 0.10049
H 3.00340 1.94087 0.38135
H 1.75125 3.05216 -1.38968
H 1.59865 1.52630 -2.15487
H -1.18288 3.04466 -1.17328
H -0.51214 1.99586 -2.44300
H -2.52390 1.11929 -0.22973
H -2.88428 1.05329 -1.90679
H -1.61684 0.04397 -1.26820
H 0.15062 3.40204 0.89160
H 1.00172 2.02083 1.40329
H -1.43966 0.97895 1.52240
H -1.93136 2.68369 1.31902
H -1.03933 2.21607 2.69388
C 6.80306 3.62890 0.10050
C 7.39145 2.24719 0.04045
N 6.47561 1.11993 0.40577
C 7.03703 -0.06980 -0.12469
C 6.47432 -0.16712 -1.54763
C 6.26885 1.07651 1.84058
C 5.25301 0.04548 2.30270
H 7.47646 4.36546 -0.33782
H 6.97353 3.95363 1.12694
H 5.73815 3.69514 -0.12240
H 7.50720 2.12570 -1.03655
H 8.45335 2.31178 0.27776
H 8.12247 -0.01412 -0.04210
H 6.71139 -0.89341 0.51071
H 5.38818 -0.25689 -1.52901
H 6.90467 0.54556 -2.25118
H 6.76406 -1.15881 -1.89506
H 5.96207 2.07966 2.13670
H 7.23676 0.97930 2.33231
H 4.35796 0.06038 1.68079
H 5.12656 0.31915 3.35018
H 5.61582 -0.98234 2.30854
C 2.75726 4.55633 6.07914
C 3.64018 4.80477 4.91204
N 2.93917 4.72013 3.62722
C 3.18723 5.93692 2.84154
C 2.30907 6.05990 1.62966
C 3.19693 3.36745 2.91153
C 2.66017 2.15490 3.65760
H 2.00512 3.79362 5.87748
H 2.13659 5.44334 6.20597
H 3.35449 4.33231 6.96301
H 4.06806 5.80354 4.99860
H 4.45999 4.08680 4.88921
H 4.22155 5.82800 2.51531
H 3.04120 6.71823 3.58740
H 1.76759 5.20524 1.22416
H 2.75315 6.52448 0.74928
H 1.48102 6.73322 1.85118
H 2.79955 3.35969 1.89659
H 4.28142 3.38326 2.80315
H 3.10361 2.07914 4.65044
H 1.58108 2.30032 3.70762
H 3.00687 1.18179 3.30981
C 3.94089 -7.78906 -1.21650
C 3.35829 -6.47776 -1.93799
N 3.14120 -5.38032 -0.96900
C 2.80865 -4.15960 -1.76322
C 2.94733 -2.88828 -0.90273
C 2.27321 -5.75790 0.17358
C 0.82171 -6.25804 -0.14954
H 3.10344 -8.28583 -0.72661
H 4.76849 -7.70937 -0.51163
H 4.23645 -8.51229 -1.97656
H 3.91918 -6.17458 -2.82206
H 2.42639 -6.75349 -2.43158
H 3.35614 -4.09880 -2.70378
H 1.77039 -4.34815 -2.03632
H 2.56265 -1.98763 -1.38121
H 2.56610 -2.96105 0.11583
H 4.00172 -2.74850 -0.66437
H 2.33863 -4.94581 0.89768
H 2.83248 -6.54398 0.68092
H 0.87054 -7.14845 -0.77634
H 0.20970 -5.58019 -0.74457
H 0.27644 -6.51040 0.75991
C -4.51644 -0.95717 1.39186
C -4.25385 -2.40191 1.72338
N -2.85007 -2.68625 1.86901
C -2.66731 -3.81884 2.78007
C -2.97307 -5.20554 2.15377
C -2.15716 -2.78421 0.56240
C -0.60574 -2.99194 0.75429
H -4.50899 -0.49419 2.37862
H -5.47057 -0.88538 0.86976
H -3.77909 -0.43696 0.78045
H -4.88359 -2.70737 2.55898
H -4.62008 -3.01149 0.89732
H -1.62496 -3.84708 3.09758
H -3.26366 -3.60528 3.66712
H -2.72631 -5.41678 1.11330
H -2.47445 -5.84160 2.88514
H -4.04176 -5.31318 2.33930
H -2.50465 -1.88673 0.05066
H -2.62916 -3.58127 -0.01206
H -0.27021 -3.79116 1.41517
H -0.16477 -2.02461 0.99498
H -0.24639 -3.25816 -0.23974
C -7.23528 3.80523 0.85068
C -6.31502 3.71965 -0.41110
O -5.58882 4.60795 -0.74380
C -6.28660 2.39459 -1.11114
H -6.77369 3.25583 1.67117
H -8.12884 3.24289 0.57972
H -7.68754 4.74614 1.16412
H -6.99787 1.72554 -0.62682
H -5.25792 2.06198 -1.25003
H -6.65797 2.63000 -2.10852
C 2.23486 3.82042 -5.16122
C 1.98100 3.59466 -6.64389
O 1.80850 2.50549 -7.17569
C 2.28011 4.82384 -7.46486
H 1.94935 3.00371 -4.49822
H 1.57212 4.57307 -4.73414
H 3.26517 4.17607 -5.15319
H 1.81694 4.83182 -8.45153
H 3.34020 4.91109 -7.70295
H 1.96102 5.71717 -6.92797

***

13
Properties=species:S:1:pos:R:3 method="wB97M-V/def2-TZVPD" e_above_lowest_ev=6.926 total_energy_ha=-286.3771 gap_ev="8.565 / 7.539" e_lumo_ev="0.8 / 0.3" e_homo_ev="-7.74 / -7.19"
C -0.91069 -1.19781 -0.02851
O 0.23084 -1.46809 0.75297
C 1.14884 -0.55939 0.30068
C 0.76513 0.87312 0.39830
N 0.37712 1.54817 -0.89407
C -0.53051 1.35318 0.08524
H -1.73601 -0.77194 0.56043
H -1.25777 -2.10908 -0.49818
H 2.15650 -0.86360 0.56690
H -0.46116 -0.63449 -0.87167
H 1.37576 1.47313 1.06240
H 0.42287 0.89042 -1.71049
H -1.58090 1.46638 0.27601

***

21
Properties=species:S:1:pos:R:3 method="wB97M-V/def2-TZVPD" e_above_lowest_ev=7.921 total_energy_ha=-477.5664 gap_ev=4.212 e_lumo_ev=-5.0 e_homo_ev=-9.21
O -1.05482 -2.19659 -0.13380
C -1.45344 -1.01093 0.33140
C -0.29167 -0.48124 1.30117
C -0.71643 0.87049 1.85775
N 0.98592 -0.43509 0.64857
H -2.42454 -1.13593 0.87727
H -1.59969 -0.23654 -0.51820
H 0.12781 1.21568 2.46496
H -1.54472 0.82903 2.61341
H -1.01088 1.57195 1.01132
H 1.17406 -1.31904 0.23787
H 1.13093 0.38443 0.00359
H 0.90941 2.06881 -0.54146
H -0.24034 -1.13159 2.15235
O 0.92201 2.70298 0.31145
H -0.05369 -1.76942 -1.39050
H 0.61176 -0.59221 -2.11655
O 0.62920 -1.55491 -2.04896
H 1.61650 3.37414 0.20877
H 0.58355 1.78369 -2.40170
O 0.54457 1.26478 -1.60428

***

35
Properties=species:S:1:pos:R:3 method="wB97M-V/def2-TZVPD" e_above_lowest_ev=1.442 total_energy_ha=-769.1220 gap_ev=10.423 smiles=C1COCCOCCOCCOCCO1 e_lumo_ev=1.0 e_homo_ev=-9.43
C -0.26596 -2.80834 0.22389
C -1.09658 -1.49971 0.29341
C -3.23533 -0.62357 0.15393
C -2.73629 0.67560 -0.47722
C -1.16385 2.44574 0.00507
C 0.05351 2.19593 -0.82912
C 1.83165 2.18724 0.81310
C 1.87108 0.65235 0.87500
C 2.94928 -1.15969 -0.36109
C 1.82162 -2.17258 -0.69943
H -0.41594 -3.30632 -0.74438
H -0.60743 -3.47458 1.05340
H -0.60826 -0.72409 -0.34571
H -1.09007 -1.14451 1.33711
H -4.29631 -0.87297 -0.10578
H -3.28189 -0.40193 1.21413
H -3.48669 1.42861 -0.58466
H -2.17772 0.43846 -1.42594
H -1.89553 3.12046 -0.51714
H -0.86298 2.97957 0.89767
H -0.11242 2.66331 -1.81900
H 0.17591 1.11898 -1.01544
H 1.27217 2.51744 1.70242
H 2.86832 2.56514 0.83099
H 2.41713 0.30515 1.74427
H 0.90611 0.22577 0.94753
H 3.50106 -1.42707 0.54955
H 3.71149 -1.16818 -1.15710
H 2.18489 -3.08250 -1.17867
H 1.16502 -1.60827 -1.39605
O -2.39328 -1.72709 -0.15774
O -1.82201 1.24790 0.45258
O 1.27217 2.75529 -0.36001
O 2.45262 0.18540 -0.34621
O 1.09450 -2.50693 0.42664

***

77
Properties=species:S:1:pos:R:3 method="wB97M-V/def2-TZVPD" e_above_lowest_ev=0.000 total_energy_ha=-4542.5495 gap_ev=4.526 e_lumo_ev=-15.1 total_charge=+4 e_homo_ev=-19.59
C -0.28128 -1.62188 -3.96398
C 0.51572 -1.55711 -2.80562
C 1.91474 -1.55956 -2.93131
C 2.44881 -1.55294 -4.22124
N 1.69133 -1.54480 -5.31864
C 0.36600 -1.61987 -5.20223
C -0.09806 -1.49714 -1.50650
C -0.84640 -2.11128 -0.66510
C -1.18007 -3.13683 0.29587
C -1.69701 -2.70977 1.53385
C -1.75856 -3.57532 2.61343
C -1.28199 -4.85101 2.40975
C -0.89721 -5.37400 1.16408
C -0.81482 -4.48075 0.09724
Hf -0.92877 -0.18298 0.44158
P -0.29345 1.68185 -1.25547
H 2.56016 -1.52781 -2.05372
H -1.36816 -1.62699 -3.89649
H 3.52952 -1.50965 -4.35803
H -0.22302 -1.63580 -6.11842
H -0.43431 -4.76011 -0.88574
H -2.04667 -1.65776 1.69423
H -0.65484 -6.41578 1.02911
H -2.13967 -3.23457 3.57349
C -0.55384 3.43102 -0.73618
C 0.22772 4.58209 -1.37283
H -0.39682 3.43303 0.35317
H -1.62870 3.58871 -0.89631
H -0.05989 5.49574 -0.83494
H 1.31619 4.47747 -1.28017
H -0.03124 4.75767 -2.42633
C 1.46608 1.68293 -1.83770
C 1.78430 2.23703 -3.22908
H 1.81969 0.64115 -1.77256
H 2.02331 2.24394 -1.07305
H 2.87560 2.20108 -3.36282
H 1.33962 1.63736 -4.03707
H 1.49473 3.29006 -3.35753
C -1.27786 1.58451 -2.81155
C -1.48757 2.83844 -3.66779
H -2.25868 1.18964 -2.50057
H -0.81158 0.78235 -3.40179
H -2.12434 2.55081 -4.51495
H -2.00300 3.64456 -3.12983
H -0.56062 3.23383 -4.10514
Br -1.22272 -5.98074 3.96092
P 1.11147 0.21605 2.11376
C 2.28376 1.61480 1.83076
C 2.90273 2.20888 3.09840
H 1.70678 2.38943 1.29235
H 3.06511 1.28016 1.12719
H 3.51194 3.08164 2.82572
H 2.13234 2.55295 3.80172
H 3.56422 1.49613 3.61423
C 0.38406 0.44149 3.79016
C 1.13411 -0.16802 4.97066
H -0.62521 -0.00035 3.72978
H 0.22766 1.52053 3.93864
H 0.52433 -0.04152 5.87471
H 1.30374 -1.24419 4.84558
H 2.09627 0.32631 5.16112
C 2.07640 -1.34940 2.15173
C 3.49187 -1.21835 2.71475
H 2.10981 -1.71836 1.11140
H 1.48344 -2.08997 2.71468
H 3.99719 -2.18992 2.63645
H 4.08837 -0.49016 2.15024
H 3.49260 -0.93391 3.77624
C -5.05646 0.66540 1.47539
C -4.14295 -0.20317 0.71205
N -4.59246 -1.18656 -0.09237
O -2.87431 0.00667 0.75939
H -6.09454 0.32761 1.34786
H -4.97236 1.70935 1.11555
H -4.81054 0.60570 2.55072
H -3.93286 -1.77026 -0.59919
H -5.59885 -1.31978 -0.17571

***

9
Properties=species:S:1:pos:R:3 method="wB97M-V/def2-TZVPD" e_above_lowest_ev=0.000 total_energy_ha=-3072.1956 gap_ev=10.478 smiles="O=[N+]([O-])F.F/N=C/Br" e_lumo_ev=-0.3 e_homo_ev=-10.82
C 0.43379 1.27205 -0.18126
N 0.57081 0.47214 -1.13238
N -0.75218 -1.40626 0.35270
O -1.85097 -1.12113 0.26136
O -0.02327 -2.18201 -0.09457
F 1.83844 -0.02813 -1.31961
F -0.03426 -0.68833 1.53561
Br -1.31748 1.97499 0.05820
H 1.13513 1.70669 0.51994

***

120
Properties=species:S:1:pos:R:3 method="wB97M-V/def2-TZVPD" e_above_lowest_ev=8.378 total_energy_ha=-3057.4495 gap_ev=9.972 e_lumo_ev=-0.6 e_homo_ev=-10.62
H 0.12169 0.73941 4.46225
H 1.53276 0.42259 4.17045
O 0.70231 0.65341 3.68675
H -1.20578 4.78755 5.75024
H 0.02307 5.23674 5.10459
O -0.24551 4.65434 5.88193
H -0.73976 1.91068 -3.22246
H 0.42696 2.20378 -4.02417
O 0.17123 2.20731 -3.08288
H -4.41143 -2.95848 -1.80626
H -4.05340 -2.09034 -3.02857
O -4.31267 -2.04351 -2.09388
H 2.94415 -0.06459 5.65186
H 2.62039 -0.41298 4.24795
O 2.99021 0.32963 4.77788
H -4.79667 3.40241 -1.14132
O -5.27012 2.74304 -0.60777
H 0.26527 -4.00106 3.86240
O 1.13312 -4.41517 3.95310
H -2.08235 1.44917 0.08194
H -3.32838 1.06398 -0.64869
O -2.55488 1.65095 -0.73427
H 4.43565 -2.34977 -1.48957
H 5.49305 -2.79742 -2.46525
O 4.78193 -2.14488 -2.35918
H 5.66482 -0.63192 -0.76297
H 5.78963 0.88020 -0.36953
O 5.77409 0.26418 -1.08759
H -0.96282 -0.53940 -1.27669
H -1.69397 -1.96310 -1.20330
O -1.18034 -1.29761 -0.73058
H 1.84980 0.33069 -0.45400
O 1.13449 0.61488 -1.03668
H -0.28638 -5.19618 -1.74546
H 0.28449 -3.76809 -1.35856
O -0.53942 -4.29211 -1.48274
H 1.87421 5.43779 -2.37898
H 0.62378 4.86671 -2.38006
O 1.44655 4.72073 -2.85861
H 0.85864 -1.07500 -5.69379
H 0.16751 -2.30966 -5.44313
O 0.83466 -1.99425 -6.05560
H -3.00551 4.55312 3.55608
H -2.73994 3.00576 4.32153
O -2.53718 3.95266 4.19916
H -3.42094 2.51020 2.24299
H -2.97895 3.29661 0.98957
O -2.66162 2.66771 1.63909
H 3.04299 -2.58664 -3.09155
H 1.97423 -2.57829 -4.23650
O 2.10981 -2.36181 -3.28879
H 2.18748 2.52170 2.31058
O 2.21060 2.85253 1.40682
H -1.08221 -0.85249 -4.75468
H -1.24686 0.44752 -3.73240
O -1.43846 -0.00222 -4.54390
H -2.05925 -4.36803 -0.27652
O -2.64733 -4.52496 0.48028
H -2.69762 1.31506 -4.28454
H -2.32168 1.85319 -5.57663
O -2.71650 2.16759 -4.74370
H 2.62544 -5.39782 -1.98113
H 1.97932 -4.01319 -2.60867
O 2.01124 -4.97973 -2.57621
H -4.45114 -0.54265 5.40272
H -3.13583 -1.20000 5.42578
O -3.54486 -0.31936 5.61663
H 3.54345 -1.67552 0.86696
H 4.14144 -0.29236 0.71569
O 4.38192 -1.21601 0.72026
H -2.04382 -1.46860 0.67260
H -3.16936 -1.66410 1.97912
O -2.34241 -1.79903 1.55165
H 1.44220 -1.55750 2.62896
H 1.00800 -0.73975 1.42624
O 1.67569 -1.38825 1.69462
H -2.27697 3.97092 -1.38322
H -2.24349 4.05526 -2.86460
O -2.71304 3.56539 -2.13779
H 1.60605 4.05965 -4.69525
H 0.15773 4.24363 -4.78328
O 0.91206 4.16611 -5.36222
H 0.44088 2.52619 -0.23621
H 0.90823 3.46008 -1.32191
O 0.36901 3.43857 -0.52702
H 1.84156 1.25015 -4.81689
H 1.45538 0.08295 -3.94494
O 1.37408 0.41374 -4.84416
H 0.48699 -1.55528 4.17939
O 1.34933 -1.86457 4.44616
H 2.75032 -4.37285 0.56970
H 2.08256 -5.77837 0.04835
O 1.97655 -4.84939 0.27392
H 1.50354 3.50846 1.37522
H -4.42226 2.30647 -0.41465
H -3.12847 -3.70410 0.29776
H 1.25086 -4.74752 3.05314
H 1.38145 0.67284 -1.95578
H 1.61977 -2.80760 4.37815
O -4.53278 -4.93670 2.36725
H -5.07074 -4.13444 2.48257
H -3.84460 -4.65865 1.72138
O 1.45408 5.71600 4.08420
H 2.35409 5.56947 4.36859
H 0.97854 4.88290 3.95938
O -1.79994 -2.21841 4.43247
H -2.07191 -2.07839 3.51971
H -1.90995 -3.18825 4.45125
O 3.86026 0.67548 -3.08037
H 4.03393 1.37386 -2.44256
H 4.72191 0.19982 -2.91425
O -0.60700 -4.05340 2.04364
H -1.39959 -3.50038 1.98876
H -0.29168 -4.23706 1.15684
O 3.71382 4.33199 -0.31152
H 3.73765 5.24528 0.00415
H 3.33103 3.83282 0.44878
O -4.68681 -0.24334 0.34661
H -4.89627 -0.43592 -0.59817
H -5.59106 0.10664 0.48652

***

47
Properties=species:S:1:pos:R:3 method="wB97M-V/def2-TZVPD" e_above_lowest_ev=0.000 total_energy_ha=-2392.6124 gap_ev="4.821 / 5.859" multiplicity=5 e_lumo_ev="-6.4 / -9.3" total_charge=+2 e_homo_ev="-11.20 / -15.15"
C 0.07816 -3.51267 -3.25160
I -1.57643 -2.70698 -2.05253
H -0.40925 -4.36483 -3.73930
H 0.85595 -3.83087 -2.55458
H 0.42252 -2.76585 -3.96785
Ir -0.28008 -0.66772 -1.50445
P -0.29170 0.78943 -3.28797
C 1.29221 1.12344 -4.11348
C -1.41459 0.17992 -4.57931
H -1.82770 2.35957 -2.26232
H -1.14518 2.99253 -3.79706
H -0.15260 3.00001 -2.30692
C -0.91926 2.45133 -2.86796
H -2.41559 0.04858 -4.15351
H -1.44358 0.92644 -5.38459
H 1.11920 1.75750 -4.99643
H 1.76976 0.18614 -4.42774
H -1.04968 -0.77472 -4.97499
H 1.95858 1.65025 -3.41649
C 1.49860 -1.09096 -1.78515
O 2.63260 -1.31973 -1.92528
Cl -2.53519 0.06790 -1.07340
N 0.02585 0.60816 0.01306
S 1.09523 0.53322 1.27303
C 0.32695 1.61564 2.50737
C -1.05229 1.62228 2.69842
C -1.60770 2.42649 3.70485
C -0.77823 3.21932 4.50486
C 0.60952 3.21440 4.30659
C 1.16803 2.41233 3.30650
C 0.80613 -1.06880 2.02354
C 1.86234 -1.61403 2.77430
C 1.67361 -2.81149 3.46014
C 0.44421 -3.47529 3.37775
C -0.59373 -2.94604 2.60948
C -0.41295 -1.73183 1.93178
H -0.46671 1.50218 0.00108
H -1.69247 1.00115 2.07177
H -2.68595 2.42586 3.85952
H -1.21145 3.84604 5.28609
H 1.25685 3.83406 4.93240
H 2.24398 2.38371 3.13575
H 2.80758 -1.07795 2.81660
H 2.48546 -3.22576 4.05959
H 0.29619 -4.41325 3.91538
H -1.55148 -3.46560 2.53035
H -1.21570 -1.31352 1.32269